No. 1
Here is 9 unconnected molecules or ions with the total composition C34H55FN2O33S9 at a distorted geometry from OMol25. Energies are from ωB97M-V/def2-TZVPD.

Geometry (Å):
C (-5.522476, 6.642321, 1.575021)
C (-5.093406, 5.387969, 0.835101)
O (-5.258703, 4.255842, 1.694327)
C (-4.778793, 3.061329, 1.092884)
C (-3.668271, 2.390736, 1.912164)
C (-4.152269, 1.459070, 3.048900)
C (-5.522540, 1.811362, 3.496730)
N (-6.549779, 2.175193, 3.845814)
C (-4.272194, -0.024999, 2.554302)
C (-4.759527, -0.154001, 1.106874)
F (-4.880975, -1.532767, 0.874563)
C (-3.221352, 1.504339, 4.334977)
S (-3.313441, -0.036254, 5.370843)
C (-1.836051, 1.506101, 3.830830)
N (-0.750533, 1.549300, 3.473033)
C (-3.508449, 2.670042, 5.306283)
C (-3.544212, 4.087168, 4.709143)
C (-2.197662, 4.676988, 4.318049)
C (-2.092451, 5.503343, 3.197333)
C (-0.880678, 6.041264, 2.780479)
C (0.259776, 5.724500, 3.506139)
C (0.198186, 4.916168, 4.633531)
C (-1.031463, 4.396925, 5.028124)
H (-5.404742, 7.509539, 0.923164)
H (-6.547137, 6.553053, 1.937303)
H (-4.855914, 6.762125, 2.433029)
H (-5.687268, 5.199399, -0.066896)
H (-4.019772, 5.469652, 0.613216)
H (-5.627168, 2.390799, 0.916939)
H (-4.387275, 3.307190, 0.098579)
H (-3.033605, 3.203801, 2.271762)
H (-3.047882, 1.847879, 1.195060)
H (-5.007783, -0.573764, 3.138721)
H (-3.298610, -0.519001, 2.575184)
H (-5.752300, 0.270758, 0.946082)
H (-4.030554, 0.193728, 0.377631)
H (-4.635486, -0.274206, 5.276702)
H (-2.764183, 2.634259, 6.103684)
H (-4.465417, 2.513690, 5.807897)
H (-4.222793, 4.176564, 3.858521)
H (-3.957647, 4.737047, 5.491161)
H (-3.014151, 5.693559, 2.651396)
H (-0.835132, 6.669711, 1.898495)
H (1.232997, 6.098447, 3.200001)
H (1.089577, 4.682262, 5.202171)
H (-1.032345, 3.744547, 5.896034)
O (2.854020, 1.691590, -0.581695)
S (2.641709, 0.289398, -0.518867)
O (3.320214, -0.608307, -1.386352)
O (1.073748, 0.011885, -0.590932)
C (0.645789, -0.726049, 0.573042)
C (1.607569, -0.309551, 1.656074)
O (2.880541, -0.198534, 0.991436)
H (0.720924, -1.794745, 0.353933)
H (-0.384843, -0.482318, 0.821313)
H (1.663479, -1.032075, 2.466565)
H (1.346185, 0.670586, 2.058904)
O (0.322192, -3.544550, 0.732452)
S (0.678956, -4.831595, 1.228117)
O (-0.296422, -5.764246, 1.654773)
O (1.762212, -4.625219, 2.389004)
C (2.968288, -5.337919, 2.067301)
C (3.007576, -5.358292, 0.556540)
O (1.635276, -5.541871, 0.166088)
H (2.890341, -6.345549, 2.479583)
H (3.831246, -4.837857, 2.497916)
H (3.625819, -6.157067, 0.165967)
H (3.350986, -4.401968, 0.153966)
O (-1.606854, 0.816857, -3.403198)
S (-2.041748, -0.281406, -2.618650)
O (-2.520516, -0.113120, -1.290582)
O (-0.888281, -1.387028, -2.617893)
C (-1.393344, -2.630711, -3.126702)
C (-2.492325, -2.232368, -4.084052)
O (-3.130839, -1.109044, -3.448234)
H (-1.784438, -3.210427, -2.288110)
H (-0.601522, -3.191313, -3.614540)
H (-3.203644, -3.030502, -4.253737)
H (-2.087573, -1.897163, -5.039780)
O (2.974426, 1.523109, 8.652912)
S (2.840432, 2.089434, 7.360432)
O (1.617220, 2.635115, 6.899596)
O (3.374868, 1.025444, 6.286097)
C (4.433576, 1.599419, 5.508479)
C (5.082454, 2.609320, 6.430802)
O (3.988366, 3.189411, 7.150842)
H (3.993334, 2.082664, 4.633793)
H (5.125657, 0.826783, 5.184267)
H (5.632002, 3.375949, 5.891801)
H (5.745702, 2.124413, 7.150700)
O (3.309584, 9.726402, 4.561965)
S (3.190767, 8.997662, 3.352726)
O (3.640032, 7.659682, 3.224642)
O (3.831394, 9.876572, 2.171988)
C (2.855285, 10.114750, 1.151434)
C (1.527347, 10.101560, 1.878797)
O (1.666376, 9.066475, 2.857970)
H (2.917891, 9.305041, 0.421417)
H (3.049792, 11.062979, 0.657254)
H (0.690327, 9.890509, 1.218926)
H (1.349400, 11.044025, 2.401537)
O (-2.169612, -4.409329, -5.822380)
S (-2.318553, -5.107969, -7.053555)
O (-1.950831, -6.462175, -7.197681)
O (-1.609487, -4.238785, -8.200010)
C (-2.550858, -3.912745, -9.227568)
C (-3.887862, -3.857647, -8.520281)
O (-3.830692, -4.923568, -7.566633)
H (-2.527162, -4.705881, -9.977843)
H (-2.288724, -2.966268, -9.693248)
H (-4.726942, -3.996712, -9.196229)
H (-4.011574, -2.918085, -7.976366)
O (1.350941, -7.893266, -6.417857)
S (1.269087, -7.328816, -7.715485)
O (0.100040, -6.683761, -8.183564)
O (1.719241, -8.448951, -8.778187)
C (2.828677, -7.980056, -9.549835)
C (3.559692, -7.022756, -8.632526)
O (2.521537, -6.337383, -7.926583)
H (2.440895, -7.467860, -10.432960)
H (3.451418, -8.815013, -9.860518)
H (4.181213, -6.315154, -9.174661)
H (4.171255, -7.560791, -7.903870)
O (5.722262, -6.741739, -0.274304)
S (6.608627, -6.200119, -1.244476)
O (7.611113, -5.263342, -0.900603)
O (5.724538, -5.615202, -2.444889)
C (6.092493, -6.241613, -3.679392)
C (6.578061, -7.618377, -3.278657)
O (7.289041, -7.403798, -2.051864)
H (6.890166, -5.653379, -4.137365)
H (5.239667, -6.280414, -4.352178)
H (7.230615, -8.066507, -4.022603)
H (5.742622, -8.291756, -3.075136)

Force components x, y, z for each atom (eV/Å):
C 0.222 -0.438 0.022
C 0.009 -0.217 0.535
O 0.098 0.053 0.072
C -0.156 0.048 -0.291
C -0.079 0.633 -0.409
C -0.535 -1.078 0.404
C 0.860 0.508 -0.234
N -0.540 -0.149 0.175
C -0.067 0.511 -1.210
C 0.102 -0.560 0.245
F -0.074 0.072 0.004
C -0.387 -0.222 -0.036
S 0.126 -0.170 0.027
C -0.490 0.221 0.521
N 0.457 -0.224 -0.307
C 0.126 0.784 -0.245
C 0.364 0.408 0.220
C 0.385 -0.263 -0.104
C -0.445 -0.068 -0.001
C -0.170 -0.374 0.365
C 0.649 0.209 -0.070
C -0.581 0.080 -0.187
C 0.267 0.022 0.184
H -0.145 -0.006 0.061
H 0.029 0.104 -0.098
H -0.191 0.148 0.017
H 0.214 0.272 -0.114
H -0.167 0.022 -0.436
H 0.029 0.054 0.145
H 0.147 -0.144 0.107
H -0.029 -0.166 0.202
H 0.041 -0.238 0.328
H 0.303 -0.048 0.231
H -0.061 0.030 0.284
H 0.100 0.100 -0.014
H -0.217 0.204 0.017
H 0.116 0.299 0.000
H -0.005 -0.107 -0.095
H 0.000 -0.355 -0.262
H -0.075 -0.124 0.132
H -0.082 -0.113 -0.065
H 0.204 0.095 -0.064
H 0.050 -0.035 0.061
H -0.144 0.069 -0.051
H -0.041 -0.019 -0.063
H -0.121 0.066 -0.053
O 0.139 0.010 -0.275
S -0.446 -0.140 0.423
O 0.197 0.121 -0.040
O 0.261 0.377 0.157
C 0.008 -0.682 -0.066
C -0.304 0.576 0.304
O -0.061 -0.311 -0.372
H 0.034 0.731 -0.008
H 0.015 0.221 -0.216
H 0.223 -0.070 -0.095
H -0.016 -0.047 0.069
O -0.368 -0.702 0.258
S 0.514 -0.190 -0.017
O -0.217 0.107 -0.117
O -0.039 0.197 -0.307
C 0.122 -0.476 0.057
C 0.288 0.452 -0.114
O -0.160 -0.142 0.369
H 0.006 0.006 -0.014
H -0.160 0.194 0.065
H -0.224 -0.117 -0.088
H 0.024 -0.015 0.018
O -0.005 0.220 0.243
S 0.200 -0.533 -0.360
O -0.051 0.285 -0.008
O -0.149 0.244 -0.201
C -0.247 -0.430 0.229
C 0.193 0.101 -0.344
O 0.129 -0.057 0.473
H -0.001 -0.001 -0.015
H 0.139 0.205 0.018
H -0.207 0.167 0.137
H 0.007 -0.050 0.002
O -0.211 -0.071 0.031
S 0.375 -0.001 -0.244
O -0.181 0.092 0.186
O 0.177 0.085 0.326
C -0.049 0.289 -0.425
C 0.348 -0.298 0.202
O -0.252 -0.073 -0.282
H 0.031 0.008 0.001
H -0.131 -0.158 0.136
H -0.196 0.173 0.067
H 0.020 -0.013 -0.043
O 0.219 -0.117 0.091
S -0.225 0.201 -0.254
O -0.026 -0.073 0.220
O -0.238 0.128 0.233
C -0.111 -0.284 -0.373
C -0.027 0.485 0.126
O 0.264 -0.216 -0.258
H -0.030 0.016 -0.006
H 0.175 0.038 0.166
H -0.021 -0.233 0.118
H 0.001 0.018 -0.052
O 0.229 -0.194 -0.037
S -0.215 0.038 -0.382
O -1.196 0.119 0.795
O -0.242 0.197 0.318
C -0.116 -0.260 -0.387
C 0.001 0.488 0.141
O 0.268 -0.168 -0.173
H -0.029 0.013 0.000
H 0.179 0.020 0.169
H -0.038 -0.230 0.112
H -0.003 0.023 -0.061
O -0.133 -0.039 0.034
S 0.215 -0.009 -0.264
O 1.172 -0.107 -0.371
O 0.194 0.081 0.325
C -0.021 0.244 -0.383
C 0.277 -0.291 0.224
O -0.221 -0.067 -0.285
H 0.045 0.015 0.000
H -0.142 -0.138 0.127
H -0.161 0.176 0.065
H 0.029 -0.029 -0.058
O 0.061 0.136 0.171
S 0.020 -0.105 -0.473
O 0.034 -0.065 0.246
O -0.066 -0.321 0.202
C 0.351 0.107 -0.344
C -0.468 -0.258 -0.028
O 0.069 0.370 -0.079
H 0.000 -0.022 -0.005
H -0.149 0.092 0.200
H 0.208 0.036 0.176
H -0.005 0.010 -0.052

The charge is 0. The spin multiplicity is 1.


No. 2
Here is a molecular structure, C34H55N2O4S2Si2 at a distorted geometry from OMol25. Energies are from ωB97M-V/def2-TZVPD.

Geometry (Å):
C (-4.930627, 0.246860, 1.637000)
C (-4.093358, 1.318586, 0.953427)
S (-5.201036, 2.598863, 0.366200)
C (-4.062086, 3.984691, -0.025289)
C (-2.715143, 3.514633, -0.482201)
C (-1.662780, 3.416664, 0.447467)
C (-0.434689, 2.955238, 0.070886)
C (-0.230484, 2.610718, -1.270203)
C (-1.259176, 2.724905, -2.212095)
C (-2.515251, 3.161624, -1.816210)
S (-0.890867, 2.317940, -3.899666)
C (0.171599, 0.933796, -3.603706)
C (0.169007, -0.179959, -4.438020)
C (1.023527, -1.264997, -4.213511)
C (0.963973, -2.397178, -5.214261)
C (2.227431, -2.579587, -6.082122)
C (3.004203, -3.900617, -5.996969)
O (2.358246, -4.886808, -5.189847)
C (3.169654, -5.710699, -4.504442)
C (2.599334, -7.073570, -4.365629)
O (4.203622, -5.370949, -4.030395)
C (1.856211, -1.225208, -3.077900)
C (2.685389, -2.411271, -2.645379)
C (1.835437, -3.499737, -1.965706)
C (0.784293, -2.982888, -0.962391)
C (-0.610145, -2.786695, -1.577033)
C (-1.763331, -3.243715, -0.699559)
C (-3.077324, -2.623304, -1.175235)
O (-4.099299, -3.654954, -1.327755)
C (-5.246856, -3.393899, -0.660828)
C (-6.319485, -2.741342, -1.471251)
O (-5.382795, -3.672097, 0.477686)
C (1.869213, -0.092633, -2.260893)
C (1.035613, 0.999630, -2.510582)
N (1.033401, 2.143674, -1.699104)
H (-5.049753, 0.485043, 2.686998)
H (-4.434044, -0.715435, 1.590357)
H (-5.924720, 0.162094, 1.213785)
H (-3.507640, 0.885603, 0.148719)
H (-3.378146, 1.697434, 1.672570)
H (-4.529107, 4.573807, -0.802255)
H (-3.957494, 4.552972, 0.887166)
H (-1.842926, 3.690924, 1.473870)
H (0.359247, 2.859045, 0.790556)
H (-3.316393, 3.223025, -2.535442)
H (-0.491183, -0.189986, -5.290624)
H (0.161248, -2.127728, -5.888489)
H (0.646604, -3.309400, -4.723216)
H (2.906790, -1.773137, -5.830851)
H (1.950949, -2.414425, -7.115216)
H (4.015829, -3.723380, -5.660117)
H (3.084522, -4.316947, -6.997563)
H (2.310032, -7.487053, -5.321752)
H (3.304453, -7.693970, -3.837167)
H (1.708372, -6.994558, -3.747462)
H (3.439944, -2.080035, -1.942470)
H (3.209249, -2.803136, -3.510121)
H (1.324393, -4.109017, -2.700921)
H (2.515398, -4.164314, -1.442158)
H (1.116165, -2.062096, -0.500325)
H (0.697959, -3.745316, -0.193825)
H (-0.665443, -3.292328, -2.533024)
H (-0.725646, -1.724932, -1.787970)
H (-1.893955, -4.313763, -0.798062)
H (-1.605419, -2.973165, 0.337118)
H (-2.955312, -2.168128, -2.151187)
H (-3.431978, -1.882926, -0.463793)
H (-6.054658, -2.751251, -2.520245)
H (-7.244539, -3.276706, -1.312848)
H (-6.426660, -1.722478, -1.122406)
H (2.517349, -0.090239, -1.400171)
H (1.662419, 2.034466, -0.917677)
C (5.213552, 3.002626, 5.771141)
Si (3.333279, 2.942703, 6.005904)
C (3.019056, 3.521522, 7.789028)
C (2.866847, 1.099721, 5.950551)
N (2.602274, 3.879690, 4.831914)
Si (0.972360, 4.147599, 4.609524)
C (0.113321, 5.015161, 6.064418)
C (-0.025263, 2.573266, 4.209586)
C (0.741111, 5.288119, 3.107254)
H (5.735779, 2.398155, 6.523000)
H (5.481388, 2.623426, 4.782633)
H (5.569561, 4.031656, 5.853603)
H (3.692431, 3.021349, 8.496996)
H (1.996168, 3.306454, 8.107451)
H (3.185672, 4.597446, 7.868177)
H (2.942659, 0.724224, 4.928104)
H (1.846757, 0.932100, 6.304807)
H (3.533368, 0.498377, 6.582096)
H (-0.003280, 4.344755, 6.918942)
H (-0.890023, 5.366363, 5.788978)
H (0.697771, 5.881054, 6.379712)
H (0.480415, 1.995395, 3.432315)
H (-1.034719, 2.818096, 3.847963)
H (-0.145961, 1.936963, 5.088994)
H (1.163701, 4.834706, 2.207951)
H (1.243883, 6.238392, 3.295633)
H (-0.323435, 5.486398, 2.925062)

Force components x, y, z for each atom (eV/Å):
C 0.077 0.056 0.223
C 0.162 -0.392 0.255
S -0.226 0.247 -0.344
C 0.275 -0.633 0.262
C 0.191 0.162 0.051
C -1.091 0.225 -0.452
C 0.232 -0.288 -0.916
C 0.072 0.092 -0.024
C 0.370 -0.184 0.222
C 0.448 -0.032 0.602
S -0.071 0.077 -0.030
C -0.059 -0.017 0.125
C 0.531 0.058 0.490
C -0.110 0.537 0.171
C 0.007 0.191 0.135
C -0.020 0.063 0.416
C -0.088 0.468 -0.324
O -0.248 -0.036 -0.537
C -0.575 -0.206 -0.015
C -0.411 -0.045 0.491
O 1.315 0.407 0.313
C -0.007 0.143 -0.064
C -0.576 0.171 -0.264
C 0.120 0.301 0.277
C -0.100 -0.762 -0.521
C 0.457 0.651 0.339
C -0.370 0.312 -0.532
C -0.115 -0.647 0.083
O 0.670 0.274 -0.308
C -0.132 0.264 -0.878
C 0.137 -0.216 -0.366
O -0.157 -0.404 1.725
C -0.507 -0.057 -0.509
C 0.068 -0.397 -0.360
N -0.051 -0.227 0.235
H -0.140 0.080 0.211
H 0.028 -0.247 -0.070
H -0.178 -0.153 -0.215
H -0.020 0.087 -0.341
H 0.115 0.288 0.104
H -0.292 0.178 -0.024
H 0.009 0.393 0.095
H 0.019 0.090 0.201
H 0.235 -0.011 0.166
H -0.168 0.016 -0.078
H -0.174 -0.009 -0.118
H -0.298 -0.126 -0.140
H 0.162 -0.332 0.028
H 0.203 0.167 0.028
H -0.073 -0.016 -0.255
H 0.133 -0.069 0.395
H -0.041 -0.222 -0.145
H -0.013 -0.100 -0.201
H 0.223 -0.256 -0.025
H -0.256 -0.049 -0.011
H 0.195 0.138 0.152
H 0.174 -0.343 -0.064
H -0.106 -0.154 -0.318
H 0.208 -0.162 0.044
H 0.101 0.157 0.271
H 0.024 -0.033 0.330
H -0.092 -0.177 -0.319
H -0.101 0.208 -0.166
H 0.115 -0.321 0.298
H 0.155 -0.145 0.278
H 0.001 0.187 -0.194
H -0.075 0.203 0.023
H -0.065 0.107 -0.194
H -0.309 0.014 0.070
H -0.122 0.277 0.049
H 0.147 0.088 0.228
H 0.120 0.122 0.049
C 0.011 -0.216 0.278
Si -0.067 0.534 -0.684
C 0.184 -0.281 0.159
C 0.194 -0.094 0.297
N -0.354 -0.319 0.378
Si 1.029 0.031 -0.187
C -0.445 -0.041 -0.211
C -0.429 0.245 -0.034
C -0.470 -0.121 0.183
H 0.038 0.032 -0.046
H 0.000 0.032 -0.036
H -0.002 0.027 -0.042
H -0.034 0.032 -0.001
H -0.050 0.057 -0.024
H -0.030 0.034 -0.021
H -0.030 0.012 -0.036
H -0.052 0.013 -0.057
H -0.036 -0.006 -0.028
H 0.078 -0.001 0.046
H 0.029 0.008 0.046
H 0.058 -0.015 0.016
H 0.059 -0.023 0.025
H 0.019 -0.051 0.014
H 0.069 -0.057 0.001
H 0.083 0.038 0.001
H 0.037 0.009 -0.072
H 0.054 0.091 -0.079

The charge is -1. The spin multiplicity is 1.


Number 1: HOMO-LUMO gap 8.455 eV, energy -7604.2944 a.u.. Number 2: HOMO-LUMO gap 5.596 eV, energy -3114.5502 a.u..